Density functional theory data (ωB97M-V/def2-TZVPD) for a molecular structure, C29H49BrN2OP2Ti in a non-equilibrium geometry.

XYZ file:
```
85
Properties=species:S:1:pos:R:3:forces:R:3:lowdin_charge:R:1
N 6.98161 -2.52704 4.85026 0.1 0.1 0.1 0.05
C 6.30836 -3.29826 3.99726 -0.8 0.4 -0.2 -0.13
C 5.12224 -2.87877 3.38467 0.3 0.3 0.5 -0.03
C 4.65000 -1.57800 3.62411 0.2 0.4 -0.4 -0.22
C 5.41370 -0.72463 4.43520 0.6 -0.9 0.5 -0.01
C 6.54779 -1.28392 5.07770 -0.7 0.2 -0.7 -0.12
C 3.50832 -1.09098 2.80991 0.2 -1.2 0.9 -0.23
Ti 1.74369 -0.46711 2.06102 -3.2 -2.0 2.3 0.70
P -0.64564 3.74351 -2.67499 1.3 -0.8 -0.7 1.20
C 3.54701 0.23811 2.21459 0.8 0.7 -2.6 -0.24
C 3.15129 0.35465 0.78481 3.7 0.7 -1.1 -0.36
C 2.76506 1.56743 0.14354 0.3 -0.8 -0.3 -0.02
C 2.44948 1.56052 -1.21534 -0.4 0.1 -0.2 -0.12
C 2.37039 0.36729 -1.96729 0.8 -0.3 2.4 -0.71
C 2.82218 -0.81866 -1.37247 -0.5 0.2 0.2 -0.10
C 3.15871 -0.84843 -0.00364 0.8 1.6 -0.8 -0.05
Br 1.51227 0.33351 -3.59789 0.0 -0.3 -1.0 0.89
H 3.05020 -1.98032 2.24270 1.2 1.1 0.3 0.09
H 3.94195 1.07091 2.78247 -0.1 0.0 -0.1 0.12
H 4.59798 -3.51432 2.67440 0.1 0.0 0.2 0.10
H 5.16671 0.33017 4.57631 0.0 -0.4 0.1 0.11
H 6.69666 -4.28926 3.76676 0.1 0.2 0.2 0.11
H 7.13917 -0.68410 5.77607 -0.2 -0.2 -0.3 0.11
H 2.86156 2.49614 0.70411 -0.1 -0.1 -0.2 0.12
H 3.76705 -1.67188 0.37921 -0.6 0.0 -0.1 0.14
H 2.27993 2.49870 -1.75095 0.0 -0.4 0.4 0.07
H 2.93678 -1.71961 -1.97124 -0.2 0.1 0.1 0.12
P -0.03487 0.99773 2.80128 0.5 -0.2 0.3 0.90
C 0.38942 3.45119 -4.16477 -0.4 0.1 -0.8 -0.40
C 0.64890 4.57383 -5.18753 0.0 0.2 0.0 -0.11
H -0.10122 2.61616 -4.69292 0.2 0.2 0.3 0.07
H 1.34897 3.08557 -3.76913 -0.3 0.0 0.0 0.04
H 1.36189 4.22128 -5.94570 -0.2 0.0 0.3 0.09
H -0.26616 4.84526 -5.72789 0.2 0.0 0.3 0.08
H 1.09000 5.46832 -4.73297 -0.2 -0.2 -0.1 0.08
C 0.48431 4.31443 -1.37530 -0.3 0.6 0.5 -0.38
C 0.17648 5.78224 -1.02135 0.0 0.3 0.0 -0.13
H 1.50287 4.27142 -1.77560 -0.3 -0.1 0.0 0.08
H 0.40609 3.66319 -0.49057 0.0 0.1 -0.4 0.06
H 0.79791 6.11941 -0.18541 -0.1 -0.1 -0.2 0.09
H 0.39974 6.43647 -1.87603 -0.1 -0.2 0.2 0.08
H -0.87252 5.92681 -0.74297 0.2 0.0 0.0 0.08
C -1.62576 2.23310 -2.37113 -0.4 0.3 0.3 -0.36
C -2.97369 2.36111 -3.11193 -0.4 0.1 -0.4 -0.14
H -1.79362 2.14324 -1.28966 0.2 0.0 -0.2 0.08
H -1.05513 1.36773 -2.73176 0.1 0.2 0.2 0.04
H -3.77320 1.80508 -2.60937 0.3 0.1 0.0 0.09
H -3.30183 3.40877 -3.17236 0.0 -0.3 0.1 0.07
H -2.92104 1.98555 -4.14116 0.1 0.1 0.2 0.09
C -1.66593 0.42235 2.25249 -0.3 0.2 0.0 -0.39
C -2.78387 0.92459 3.15903 -0.5 -0.2 0.1 -0.13
H -1.64789 -0.67479 2.21254 0.0 0.2 0.1 0.07
H -1.79484 0.76742 1.21285 0.0 0.0 0.3 0.07
H -2.82922 0.33713 4.08824 0.0 0.3 -0.3 0.08
H -2.66885 1.98341 3.42204 0.0 -0.2 -0.1 0.07
H -3.74726 0.81295 2.65089 0.1 0.0 0.2 0.08
C 0.02658 2.78436 2.56675 -0.6 0.2 0.0 -0.39
C 1.13678 3.46670 3.35279 0.3 0.4 0.0 -0.12
H -0.95658 3.18912 2.83196 0.2 0.2 0.0 0.08
H 0.16268 2.92541 1.48795 0.0 0.1 0.1 0.05
H 1.13181 3.18241 4.40957 0.0 0.2 -0.2 0.07
H 2.13406 3.24594 2.93942 -0.3 0.0 0.2 0.07
H 0.98841 4.55105 3.30253 0.1 -0.2 0.1 0.09
C 0.05980 0.65084 4.60355 -0.7 0.7 0.0 -0.37
C 0.24275 -0.82957 4.93783 0.0 -0.3 0.3 -0.13
H -0.87560 1.04513 5.03950 0.4 -0.1 0.2 0.09
H 0.88443 1.25888 4.99554 -0.1 -0.3 0.0 0.08
H 1.17522 -1.26425 4.51705 -0.4 0.2 0.1 0.06
H 0.32056 -0.93320 6.03280 0.0 0.0 -0.4 0.09
H -0.62723 -1.43083 4.62520 0.3 0.2 0.0 0.08
C -1.56391 -4.34517 0.37208 -0.4 -0.2 -0.3 -0.01
N -0.32098 -3.81367 0.90308 0.1 1.0 -0.2 -0.12
C 0.48217 -4.60068 1.83903 0.0 -0.3 0.2 0.02
C 0.01691 -2.55744 0.64698 0.6 -0.7 1.1 -0.41
C -0.73499 -1.76531 -0.36668 -0.3 0.2 -0.5 0.03
O 0.97547 -2.06821 1.33846 -1.5 -1.1 -1.3 -0.13
H -1.63473 -5.38857 0.68210 -0.2 0.2 -0.2 0.10
H -1.56749 -4.27405 -0.72371 -0.1 -0.3 0.3 0.10
H -2.43409 -3.78288 0.75070 0.3 -0.3 0.0 0.11
H 1.52291 -4.66357 1.48951 -0.4 0.0 0.1 0.11
H 0.46849 -4.17396 2.85344 0.0 -0.1 -0.4 0.11
H 0.02860 -5.59586 1.84895 0.4 0.2 0.2 0.10
H -1.69258 -1.41839 0.05884 0.3 -0.2 -0.2 0.10
H -0.16537 -0.89372 -0.70766 0.1 -0.2 0.3 0.08
H -0.94923 -2.38221 -1.25125 0.0 0.2 0.3 0.10
```
Positions in Å, forces in eV/Å.

Properties
- E (eV) = -147613.352
- ΔE to the lowest compared entry with this formula, charge and spin (kcal/mol) = 14.3
- <S²> = 2.04
- total charge = +2
- spin multiplicity = 3
- LUMO (alpha / beta) (eV) = -4.799 / -8.495

***

Density functional theory data (ωB97M-V/def2-TZVPD) for a molecular structure, C29H49IrNP2 in a non-equilibrium geometry.

XYZ file:
```
82
Properties=species:S:1:pos:R:3:forces:R:3:lowdin_charge:R:1
Ir 0.44756 2.21070 -3.14889 -2.0 0.2 5.1 1.28
C 0.32149 1.69708 -0.20663 0.2 -1.5 0.8 -0.26
C -0.63493 1.45672 -1.33366 -0.2 -1.3 0.1 -0.36
C -0.33583 -0.47184 0.17340 0.6 0.4 0.2 -0.28
C 0.58086 0.51406 0.51083 -0.3 0.8 -0.5 -0.24
C -1.13946 -0.08080 -1.01877 -0.2 -0.4 0.2 -0.42
C 0.79272 3.00439 0.29957 0.2 0.6 0.0 -0.04
H 0.38153 3.84528 -0.25979 0.2 -0.2 0.2 0.05
H 1.89122 3.07968 0.26606 -0.2 0.1 0.0 0.08
H 0.50686 3.12883 1.35651 0.1 0.0 -0.3 0.11
C 1.62451 0.31508 1.55999 0.1 0.1 0.5 -0.04
H 2.35010 1.13946 1.60132 -0.3 -0.2 0.0 0.09
H 2.17665 -0.62068 1.35555 -0.3 0.5 0.1 0.05
H 1.16316 0.21931 2.55690 0.2 0.1 -0.2 0.09
C -0.58997 -1.65077 1.02924 0.0 -0.6 0.4 -0.06
H -0.75929 -1.35331 2.07856 0.0 -0.1 -0.3 0.11
H 0.27878 -2.32617 1.02809 -0.3 0.1 0.1 0.05
H -1.46817 -2.22281 0.71618 0.1 0.1 0.1 0.07
C -2.64175 -0.16027 -0.72772 -0.5 0.1 0.1 -0.08
H -2.82514 0.33826 0.23031 -0.1 -0.1 -0.2 0.11
H -3.01408 -1.19145 -0.63185 0.1 0.2 0.0 0.08
H -3.26106 0.34042 -1.48435 0.2 -0.2 0.2 0.08
C -1.80209 2.42070 -1.35007 -0.4 0.0 -0.3 -0.10
H -2.33582 2.41390 -0.38997 0.0 0.0 -0.1 0.10
H -2.50562 2.15064 -2.14357 -0.1 0.2 0.1 0.08
H -1.49553 3.44660 -1.54221 0.0 -0.2 0.1 0.05
C 2.65083 1.33612 -4.22608 1.7 -0.7 -1.3 -0.42
C 2.00541 2.72065 -4.27598 1.9 -0.6 0.1 -0.42
C 1.60232 3.34501 -5.61807 0.2 0.2 -0.2 -0.18
C 0.13566 3.09942 -5.97852 -0.1 0.3 -0.2 -0.19
C -0.54260 2.32864 -4.87834 -0.6 -0.7 -1.5 -0.35
C -0.07667 0.95900 -4.66501 -1.5 -1.0 -1.3 -0.40
C 0.88761 0.25234 -5.61635 -0.3 -0.5 -0.2 -0.19
C 2.39233 0.52839 -5.47033 0.2 -0.3 -0.2 -0.21
H 2.27081 3.01110 -6.41919 0.0 0.2 0.1 0.11
H 0.04972 2.56164 -6.93031 -0.1 0.0 0.1 0.11
H 1.74155 4.42966 -5.51039 0.2 -0.3 -0.1 0.11
H 2.76877 1.04180 -6.36284 0.0 0.0 0.3 0.11
H 3.73011 1.43724 -4.04090 0.0 -0.4 0.0 0.11
H 2.67232 3.41322 -3.74845 -0.1 -0.1 -0.2 0.09
H 2.94706 -0.41683 -5.41570 -0.1 0.1 -0.1 0.11
H 0.74420 -0.82995 -5.46486 -0.1 0.2 -0.1 0.09
H -0.89167 0.29407 -4.38498 0.2 0.1 -0.2 0.04
H 0.59385 0.45170 -6.65513 -0.1 -0.1 0.2 0.12
H -0.37108 4.05506 -6.11262 0.0 0.0 -0.1 0.11
H -1.61852 2.49230 -4.77172 0.2 0.0 0.1 0.11
P 1.92258 0.46069 -2.67828 -1.2 1.4 -0.8 0.97
C 3.17497 0.83982 -1.42814 0.3 -0.7 0.8 -0.23
C 0.60512 4.18938 -2.65685 -0.1 1.5 -0.7 -0.26
P -0.76532 -1.55625 -2.18952 0.1 3.0 0.9 1.00
C 1.02771 -1.24013 -2.48392 1.3 -0.3 -1.1 -0.35
C -2.09409 -1.47198 -3.41891 0.1 -0.5 -0.8 -0.18
C -0.83019 -3.26536 -1.58110 0.2 -0.2 0.1 -0.17
H 3.02811 0.20120 -0.54928 0.2 0.2 -0.1 0.03
H 3.06080 1.88983 -1.12354 -0.1 -0.4 -0.2 0.05
H 4.19132 0.69319 -1.81378 -0.2 0.0 0.0 0.05
H 0.43432 4.68515 -3.63086 0.2 0.5 0.7 0.02
H 1.62264 4.43814 -2.30753 -0.4 0.0 -0.1 0.02
H -0.14871 4.54465 -1.94245 0.3 0.1 -0.4 -0.01
H -0.68340 -3.91929 -2.45601 -0.1 0.3 0.1 0.08
H -1.80804 -3.50048 -1.13547 0.3 0.2 -0.2 0.07
H -0.02860 -3.49767 -0.86683 -0.3 0.3 -0.2 0.06
H 1.51358 -1.64762 -1.57933 -0.3 -0.1 -0.2 0.03
H 1.29569 -1.87301 -3.34777 0.3 0.1 0.3 0.06
H -2.84342 -2.24752 -3.17982 0.4 0.2 0.0 0.08
H -1.68270 -1.69748 -4.40995 -0.3 0.1 0.0 0.06
H -2.60829 -0.49826 -3.43344 0.5 -0.4 0.1 0.07
C 4.01032 -2.61401 -1.56365 0.3 0.4 -0.4 -0.03
C 3.46128 -3.23056 -0.34821 -0.9 -0.3 1.7 -0.31
C 3.66849 -4.59952 0.03419 -0.5 -0.7 1.4 -0.01
C 3.06208 -4.75402 1.28731 0.9 -0.5 -1.5 -0.01
C 2.50239 -3.47786 1.61949 0.5 0.4 -1.2 -0.32
C 1.84802 -3.17271 2.90982 -0.2 0.3 0.2 -0.02
N 2.72038 -2.59237 0.60668 0.2 0.2 -0.2 0.09
H 5.00191 -3.04153 -1.76018 -0.2 0.1 -0.1 0.10
H 4.11669 -1.52682 -1.47462 -0.1 -0.3 0.0 0.06
H 3.37896 -2.83271 -2.43612 0.2 0.0 0.1 0.08
H 4.22445 -5.31071 -0.57184 -0.2 0.0 0.4 0.11
H 3.00757 -5.62359 1.93932 0.1 0.1 -0.4 0.11
H 1.06997 -3.92271 3.10875 0.2 0.1 0.1 0.10
H 1.39774 -2.17773 2.93822 0.1 -0.2 -0.1 0.05
H 2.58274 -3.22780 3.72489 -0.1 -0.1 -0.2 0.10
```
Positions in Å, forces in eV/Å.

Properties
- E (eV) = -53761.261
- ΔE to the lowest compared entry with this formula, charge and spin (kcal/mol) = 31.0
- <S²> = 6.04
- total charge = +1
- spin multiplicity = 5
- LUMO (alpha / beta) (eV) = -2.362 / -4.228

***

Density functional theory data (ωB97M-V/def2-TZVPD) for 5 unconnected molecules or ions with the total composition C29H50BrClIN3O15S5 in a non-equilibrium geometry.

XYZ file:
```
105
Properties=species:S:1:pos:R:3:forces:R:3:lowdin_charge:R:1
C 8.01406 -2.42841 -2.75953 -5.7 -0.5 3.5 0.07
C 6.80839 -2.54318 -2.22365 4.4 2.1 -1.6 -0.07
C 5.38140 -2.21364 -1.53597 -2.3 -0.2 -0.3 -0.12
C 4.04668 -2.43677 -2.34731 1.4 1.2 3.1 0.06
C 2.58800 -2.10060 -1.75178 3.0 -0.1 0.0 -0.15
N 1.46542 -2.34408 -2.64384 -1.5 2.2 6.5 0.13
C 0.25996 -2.02918 -1.91350 -0.1 -0.3 -0.3 -0.19
C -1.14146 -2.28120 -2.71957 1.3 -0.8 -0.9 -0.12
C -1.46939 -1.04506 -3.70385 0.1 1.0 0.2 -0.33
O -1.94074 -1.47582 -5.03471 0.8 1.1 0.9 -0.11
C -2.57122 -0.00599 -3.14626 -0.3 0.8 -1.1 -0.23
N -2.00705 1.03391 -2.19392 -1.6 0.0 -0.2 -0.06
C 0.13533 -1.49735 -0.43352 4.2 0.0 -0.3 -0.55
I -1.79970 -1.08114 0.54655 1.7 -0.6 -0.7 0.89
N 1.29904 -1.23508 0.37806 -1.2 -1.9 -4.8 0.00
C 2.55161 -1.55212 -0.28516 0.0 -0.1 -0.1 -0.19
C 3.89478 -1.32025 0.56525 1.6 -1.4 -3.5 -0.44
Br 3.68080 -0.56345 2.41930 0.3 -0.9 -2.2 0.62
C 5.33746 -1.66329 -0.02612 -3.9 0.4 -0.1 -0.13
C 6.62931 -1.43136 0.89616 0.6 -0.7 -0.7 -0.19
C 7.62535 -0.25947 0.39862 0.1 -0.1 0.8 -0.20
C 6.90283 1.11913 -0.03279 0.6 0.4 0.0 -0.19
C 7.76889 1.75448 -1.25949 0.5 0.6 1.6 -0.25
S 7.08284 1.38518 -2.94620 -0.1 -5.3 -3.5 0.47
O 5.75256 0.67174 -2.95180 3.4 2.8 0.9 -0.39
O 8.12383 0.62373 -3.77643 -2.6 3.0 3.0 -0.43
Cl 6.81918 3.21370 -3.98012 0.1 -0.6 0.9 0.30
H 9.14575 -2.33248 -2.99059 -2.8 -0.4 0.3 0.07
H 4.14616 -2.84150 -3.41453 -0.3 0.7 1.8 0.11
H -0.92652 -3.20129 -3.40736 -0.3 1.7 1.2 0.13
H -2.00240 -2.60136 -2.03139 1.4 0.9 -0.9 0.08
H -0.46611 -0.47342 -3.87588 -1.7 -0.9 0.5 0.16
H -1.80171 -0.66034 -5.58974 -0.4 -1.4 0.6 0.10
H -2.95822 0.58915 -4.07490 0.6 -1.4 1.4 0.12
H -3.50925 -0.50086 -2.68503 1.8 0.4 -0.7 0.12
H -2.78279 1.17851 -1.50577 1.2 0.0 -0.6 0.04
H -1.95425 1.94294 -2.70183 0.1 -1.1 0.5 0.07
H 7.24549 -2.42289 0.85552 -1.1 1.7 0.0 0.13
H 6.40887 -1.24644 2.00728 -0.3 -0.3 -1.9 0.08
H 8.30215 -0.00010 1.31556 -1.1 -0.6 -1.6 0.12
H 8.34625 -0.69205 -0.39566 -1.5 0.9 1.0 0.10
H 6.98433 1.88685 0.84331 -0.1 -1.4 -1.6 0.13
H 5.78232 1.03045 -0.26962 1.8 -0.1 0.1 0.11
H 7.89421 2.89482 -1.14507 -0.4 -1.7 -0.4 0.10
H 8.83226 1.28398 -1.20070 -2.0 0.8 -0.7 0.12
C -4.27175 -2.72501 -7.73914 0.3 0.2 0.2 -0.07
C -4.73877 -2.35675 -9.13394 0.2 -1.1 0.3 -0.27
O -4.98259 -0.95737 -9.24992 0.4 1.1 -0.3 -0.27
S -3.71718 0.03673 -9.43818 -0.6 -0.1 0.0 0.61
C -4.63521 1.46863 -9.93361 -0.2 0.0 0.0 -0.12
O -2.92759 -0.41522 -10.55560 -0.2 0.1 0.8 -0.28
O -3.13284 0.29236 -8.14550 0.0 -0.2 -0.7 -0.29
H -3.27838 -2.31682 -7.53842 -0.1 -0.1 0.0 0.06
H -4.22219 -3.81021 -7.62250 0.0 0.1 -0.1 0.08
H -4.94791 -2.31594 -6.98393 0.0 -0.1 -0.1 0.09
H -4.02313 -2.69145 -9.89209 0.0 0.2 0.0 0.12
H -5.68567 -2.86238 -9.34090 0.0 0.4 -0.1 0.12
H -5.13541 1.25721 -10.87874 0.1 0.0 0.1 0.07
H -3.93216 2.29310 -10.05769 0.1 -0.2 0.1 0.08
H -5.35951 1.71059 -9.15555 0.1 -0.1 -0.1 0.07
C -6.34322 0.18343 5.51538 -0.3 -0.1 -0.2 -0.07
C -4.92308 -0.26685 5.23219 -0.3 1.1 0.4 -0.27
O -4.87431 -1.64199 4.86018 0.1 -0.8 -1.0 -0.26
S -5.27667 -2.05021 3.34570 0.1 -0.3 0.8 0.60
C -4.63014 -3.69906 3.38390 0.1 0.0 0.1 -0.12
O -4.49098 -1.26764 2.42395 -0.6 0.0 0.3 -0.37
O -6.71213 -2.12385 3.25143 0.8 0.3 -0.3 -0.28
H -6.94269 0.18826 4.60161 0.1 0.0 0.1 0.07
H -6.35167 1.19364 5.93154 0.1 -0.1 0.0 0.08
H -6.83118 -0.49591 6.21880 0.2 0.1 0.0 0.07
H -4.45443 0.36006 4.46632 0.0 -0.2 -0.1 0.12
H -4.32605 -0.16290 6.14190 0.0 -0.4 -0.2 0.12
H -3.54996 -3.65126 3.52327 -0.1 0.1 0.0 0.07
H -4.86452 -4.17493 2.43093 0.0 0.2 0.0 0.08
H -5.10408 -4.24536 4.19963 0.0 0.1 -0.1 0.07
C -8.39266 -3.72329 8.57515 0.0 0.3 -0.2 -0.07
C -7.74298 -3.90217 9.93429 -1.1 -0.2 -0.2 -0.27
O -6.35443 -3.58487 9.89604 0.8 0.8 0.2 -0.27
S -5.91466 -2.02562 9.92071 0.2 -0.6 0.1 0.61
C -4.19976 -2.28709 10.28030 0.0 -0.2 0.0 -0.12
O -6.53066 -1.38176 11.05317 0.0 -0.2 -0.8 -0.28
O -6.02621 -1.49219 8.58676 -0.2 0.0 0.8 -0.29
H -8.42247 -2.66873 8.29063 0.0 -0.1 0.0 0.07
H -9.41794 -4.10069 8.58541 0.1 0.0 0.1 0.08
H -7.82632 -4.25064 7.80305 -0.1 0.0 0.1 0.08
H -8.25629 -3.31019 10.69914 0.2 0.0 0.0 0.12
H -7.82066 -4.95064 10.23377 0.3 0.1 0.1 0.12
H -4.11233 -2.75376 11.26150 -0.1 0.1 -0.1 0.08
H -3.70403 -1.31565 10.28163 -0.2 0.0 0.0 0.08
H -3.76966 -2.92373 9.50681 -0.1 0.1 0.1 0.08
C 4.70621 6.85408 -1.63831 -0.2 -0.2 0.2 -0.07
C 6.18334 7.20033 -1.64821 -0.5 -0.5 -0.9 -0.27
O 6.59477 7.76565 -0.40689 0.5 -0.2 1.1 -0.27
S 6.86190 6.77215 0.84483 -0.1 0.7 -0.2 0.61
C 7.71108 7.93825 1.87315 0.0 0.1 -0.1 -0.12
O 7.79327 5.74782 0.44057 -0.7 0.2 0.1 -0.29
O 5.59921 6.45343 1.46029 0.8 -0.2 -0.4 -0.28
H 4.50145 6.03107 -0.94933 0.0 0.1 -0.1 0.07
H 4.37380 6.55265 -2.63449 0.1 0.1 0.0 0.08
H 4.11064 7.70883 -1.30719 0.1 0.0 -0.1 0.09
H 6.79318 6.32602 -1.89888 0.0 0.1 0.2 0.11
H 6.36958 7.95338 -2.41841 0.2 0.1 0.3 0.12
H 8.63665 8.23519 1.37980 -0.1 -0.1 0.0 0.07
H 7.93236 7.45080 2.82335 -0.1 -0.1 -0.1 0.08
H 7.06428 8.80010 2.03836 0.0 -0.1 -0.1 0.08
```
Positions in Å, forces in eV/Å.

Properties
- E (eV) = -210893.911
- ΔE to the lowest compared entry with this formula, charge and spin (kcal/mol) = 226.4
- total charge = 0
- LUMO (eV) = -0.965

***

Question: Which formula does entry 3 have?
Answer: C29H50BrClIN3O15S5